(w)
Computed, not measured: a molecular structure, C33H42CsN9O6S2Si, with the ωB97M-V functional and the def2-TZVPD basis.

The value obtained for the HOMO energy is -0.088 Eh. The charge is -2. For the frontier orbital gap, the calculation gives 5.99 eV. Its LUMO energy is 0.1322 Ha. As for the spin multiplicity: 1.

Positions of all 94 atoms, in Å:
Cs  0.759  -0.595  0.472
N  1.866  2.545  1.595
C  2.350  1.622  2.475
C  1.349  1.404  3.378
N  0.255  2.178  3.076
C  0.598  2.842  1.992
C  -0.208  3.891  1.356
N  -1.145  4.613  1.933
C  -1.587  5.471  0.959
C  -0.912  5.261  -0.211
N  -0.024  4.256  0.062
H  2.391  2.823  0.767
H  3.327  1.185  2.350
H  1.329  0.693  4.187
H  -2.372  6.185  1.154
H  -1.015  5.682  -1.197
H  0.460  3.690  -0.629
O  3.641  -1.401  1.012
N  4.285  -2.522  1.217
C  5.159  -2.563  2.249
C  5.895  -3.675  2.550
C  5.720  -4.812  1.756
C  4.826  -4.770  0.720
C  4.062  -3.619  0.403
S  2.940  -3.563  -0.870
H  5.198  -1.640  2.807
H  6.571  -3.653  3.394
H  6.276  -5.720  1.960
H  4.659  -5.631  0.089
C  -2.968  6.029  -5.192
C  -2.195  4.881  -4.593
C  -2.644  4.250  -3.437
C  -1.925  3.213  -2.865
C  -0.738  2.796  -3.453
C  -0.279  3.404  -4.611
C  -1.008  4.444  -5.173
S  0.182  1.478  -2.678
O  1.162  1.056  -3.673
O  0.765  2.101  -1.497
N  -0.811  0.411  -2.189
C  -1.543  -0.442  -2.977
C  -1.763  -0.309  -4.337
C  -2.611  -1.194  -5.032
C  -3.256  -2.215  -4.397
C  -3.051  -2.401  -3.007
C  -3.667  -3.443  -2.274
C  -3.416  -3.583  -0.943
C  -2.529  -2.675  -0.322
N  -1.947  -1.698  -0.965
C  -2.196  -1.534  -2.293
H  -4.032  5.946  -4.968
H  -2.848  6.063  -6.276
H  -2.621  6.985  -4.792
H  -3.570  4.575  -2.975
H  -2.273  2.723  -1.963
H  0.636  3.046  -5.065
H  -0.652  4.919  -6.082
H  -1.262  0.481  -4.880
H  -2.752  -1.050  -6.097
H  -3.911  -2.892  -4.934
H  -4.332  -4.126  -2.793
H  -3.869  -4.374  -0.360
H  -2.288  -2.768  0.734
C  -3.704  -2.147  3.409
C  -3.497  -0.706  2.965
O  -2.649  0.017  3.818
H  -4.383  -2.672  2.728
H  -4.129  -2.176  4.416
H  -2.747  -2.667  3.420
H  -4.470  -0.200  2.941
H  -3.105  -0.684  1.940
H  -1.734  -0.290  3.615
N  3.985  0.502  -1.056
C  3.877  1.841  -1.213
N  3.659  2.274  -2.507
O  4.026  2.648  -0.290
H  3.614  -0.100  -1.774
H  4.031  0.075  -0.133
H  3.047  1.686  -3.063
H  3.341  3.231  -2.503
C  1.983  -2.801  3.939
Si  0.093  -2.709  3.849
C  -0.409  -4.419  3.186
C  -0.515  -2.687  5.650
O  -0.437  -1.490  2.983
H  2.332  -3.588  4.616
H  2.408  -1.847  4.270
H  2.386  -3.008  2.945
H  -0.001  -5.214  3.820
H  -0.015  -4.567  2.175
H  -1.495  -4.548  3.148
H  -0.076  -3.505  6.232
H  -1.604  -2.782  5.693
H  -0.252  -1.742  6.135

(x)
Computed, not measured: a molecular structure, C33H42CsN9O6S2Si, with the ωB97M-V functional and the def2-TZVPD basis.

The value obtained for the HOMO energy is -0.105 Eh. The charge is -2. For the frontier orbital gap, the calculation gives 6.58 eV. Its LUMO energy is 0.1371 Ha. As for the spin multiplicity: 1.

Positions of all 94 atoms, in Å:
Cs  -0.102  -0.015  -1.166
N  2.307  -1.862  -2.082
C  1.473  -2.948  -2.151
C  1.054  -2.999  -3.453
N  1.592  -1.965  -4.176
C  2.332  -1.294  -3.318
C  3.005  -0.022  -3.592
N  3.142  0.546  -4.771
C  3.755  1.744  -4.521
C  3.988  1.898  -3.183
N  3.505  0.764  -2.596
H  2.641  -1.425  -1.214
H  1.230  -3.510  -1.262
H  0.359  -3.696  -3.889
H  3.980  2.435  -5.318
H  4.423  2.685  -2.593
H  3.478  0.581  -1.587
O  2.631  -0.083  -0.060
N  3.157  -0.121  1.153
C  2.797  -1.162  1.943
C  3.317  -1.313  3.199
C  4.212  -0.347  3.667
C  4.540  0.714  2.866
C  4.021  0.870  1.557
S  4.430  2.164  0.531
H  2.062  -1.829  1.496
H  3.019  -2.163  3.796
H  4.640  -0.434  4.659
H  5.224  1.482  3.197
C  1.876  6.864  1.787
C  1.010  5.953  0.955
C  1.434  4.663  0.641
C  0.628  3.815  -0.098
C  -0.617  4.250  -0.540
C  -1.049  5.535  -0.248
C  -0.234  6.378  0.498
S  -1.660  3.116  -1.430
O  -0.779  2.510  -2.425
O  -2.778  3.881  -1.937
N  -1.982  1.996  -0.391
C  -2.959  2.059  0.565
C  -3.822  3.108  0.842
C  -4.770  3.018  1.880
C  -4.891  1.905  2.664
C  -4.032  0.804  2.424
C  -4.067  -0.386  3.187
C  -3.194  -1.399  2.917
C  -2.271  -1.238  1.862
N  -2.223  -0.156  1.124
C  -3.075  0.871  1.387
H  2.899  6.494  1.831
H  1.501  6.926  2.812
H  1.891  7.877  1.380
H  2.405  4.303  0.965
H  0.992  2.824  -0.334
H  -2.013  5.865  -0.612
H  -0.572  7.384  0.725
H  -3.778  4.000  0.235
H  -5.421  3.867  2.055
H  -5.623  1.849  3.462
H  -4.789  -0.471  3.993
H  -3.190  -2.312  3.500
H  -1.538  -2.012  1.630
C  -2.147  -0.403  -4.136
C  -1.138  0.313  -5.022
O  -1.478  1.682  -5.207
H  -1.862  -1.440  -3.946
H  -3.142  -0.376  -4.585
H  -2.206  0.141  -3.189
H  -1.114  -0.133  -6.018
H  -0.126  0.210  -4.617
H  -1.327  2.132  -4.362
N  -1.948  -3.947  -0.505
C  -2.551  -3.838  -1.708
N  -3.958  -3.897  -1.650
O  -1.980  -3.745  -2.781
H  -2.517  -4.079  0.312
H  -0.971  -3.686  -0.312
H  -4.357  -3.404  -0.865
H  -4.351  -3.587  -2.526
C  0.220  -3.409  3.805
Si  0.502  -4.216  2.110
C  2.201  -5.045  2.190
C  -0.738  -5.658  2.143
O  0.356  -3.201  0.897
H  0.468  -4.098  4.620
H  -0.834  -3.131  3.916
H  0.803  -2.496  3.937
H  2.303  -5.708  3.055
H  3.008  -4.305  2.232
H  2.352  -5.642  1.285
H  -0.522  -6.314  2.993
H  -0.701  -6.257  1.229
H  -1.765  -5.299  2.268

Stability summary - winner: (x); margin: 0.0067 hartree.